*w*
Here is a cluster of 2 separate species, C3H2F2O in total from the OMol25 dataset. Energies are from the ωB97M-V functional and the def2-TZVPD basis.

Orbital gap in eV: 8.6
E_HOMO in eV: -9.42
LUMO energy in eV: -0.8

```
! wB97M-V def2-TZVPD RIJCOSX def2/J DEFGRID3
* xyz 0 1
F -1.619 0.029 -1.278
F -1.811 -0.727 0.793
O -1.187 1.373 0.466
C 2.255 -0.985 0.118
C -1.254 0.146 0.028
C 1.140 -0.518 0.183
H 3.273 -1.338 -0.076
H -0.795 2.019 -0.234
*
```


*x*
Here is a cluster of 2 separate species, C3H2F2O in total from the OMol25 dataset. Energies are from the ωB97M-V functional and the def2-TZVPD basis.

Orbital gap in eV: 11.2
E_HOMO in eV: -10.57
SMILES: O=C(F)F.C#C
LUMO energy in eV: 0.6

```
! wB97M-V def2-TZVPD RIJCOSX def2/J DEFGRID3
* xyz 0 1
F 2.944 0.334 -0.321
F 2.137 0.097 1.640
O 0.923 1.176 0.115
C 1.885 0.624 0.475
C -1.730 -0.028 -0.281
C -2.291 -1.025 -0.634
H -2.919 -1.771 -1.039
H -0.948 0.593 0.045
*
```


Most stable: *x*


*w*
Here is a structure of composition C18H28N5O10P2RbS3 from the OMol25 dataset. Energies are from the ωB97M-V functional and the def2-TZVPD basis.

Orbital gap in eV: 6.0
E_HOMO in eV: -2.51
LUMO energy in eV: 3.5

```
! wB97M-V def2-TZVPD RIJCOSX def2/J DEFGRID3
* xyz -2 1
Rb 0.411 -0.066 0.096
S -1.531 -1.293 5.524
S -1.327 0.615 -2.380
S 2.585 0.839 -1.834
P -0.190 -2.466 -1.914
P 1.077 -3.413 0.472
O -2.060 1.122 -1.191
O 1.736 -4.673 0.880
O -0.714 -3.057 -3.170
O 1.226 -1.729 -2.157
O 2.361 1.779 3.768
O 0.263 -3.699 -0.911
O 3.379 0.317 -0.681
O -1.083 -1.567 -1.099
O 1.855 -2.136 0.343
O -0.166 -3.087 1.511
N -0.771 2.093 2.000
N 1.607 1.890 -1.531
N 2.625 0.139 2.225
N -0.359 -0.321 3.480
N -2.197 2.900 3.506
C 2.850 1.376 2.715
C -3.834 -0.588 -2.613
C -2.092 3.868 2.533
C -4.737 0.633 -2.795
C -2.501 -0.458 -3.336
C -1.383 1.853 3.119
C -1.267 0.620 3.877
C -1.551 2.034 -3.593
C -2.351 5.809 1.219
C -1.192 3.332 1.590
C -1.999 0.266 4.976
C -0.869 4.042 0.436
C -1.469 5.277 0.269
C -0.732 1.906 -4.889
C 0.571 2.693 -4.870
C -0.373 -1.363 4.222
C -2.680 5.116 2.372
C 3.829 2.209 1.911
H -5.720 0.477 -2.342
H -1.335 2.257 -5.734
H 0.362 3.768 -4.852
H 3.724 1.986 0.850
H 0.243 -2.239 4.077
H -2.617 2.066 -3.813
H -0.524 0.844 -5.065
H 1.878 -0.410 2.622
H -0.186 3.607 -0.287
H -0.891 -3.650 1.203
H -1.255 5.850 -0.625
H -3.364 5.530 3.104
H -3.608 -0.719 -1.553
H -2.006 -1.424 -3.401
H -2.785 0.804 5.481
H 4.845 1.955 2.219
H 1.183 2.478 -5.751
H -4.341 -1.490 -2.967
H 3.654 3.266 2.097
H 1.536 -1.814 -1.211
H -4.885 0.848 -3.858
H 1.137 2.453 -3.975
H -4.274 1.497 -2.319
H -2.792 6.783 1.042
H -2.613 -0.041 -4.339
H 2.897 -0.117 1.278
H -2.763 2.947 4.330
H -1.281 2.924 -3.020
*
```


*x*
Here is a structure of composition C18H28N5O10P2RbS3 from the OMol25 dataset. Energies are from the ωB97M-V functional and the def2-TZVPD basis.

Orbital gap in eV: 5.3
E_HOMO in eV: -1.82
LUMO energy in eV: 3.5

```
! wB97M-V def2-TZVPD RIJCOSX def2/J DEFGRID3
* xyz -2 1
Rb -0.118 0.191 0.499
S 0.770 2.186 -2.215
S -0.151 2.343 2.872
S 5.423 -0.130 0.021
P -2.713 1.065 -1.693
P -3.493 -0.666 0.613
O 1.267 -1.197 -2.500
O -1.767 1.722 -0.728
O 1.621 2.040 -0.975
O -3.410 0.803 1.266
O -4.030 2.019 -1.706
O -2.282 -1.455 1.024
O -0.263 3.551 3.733
O -4.856 -1.220 0.738
O -3.227 -0.288 -1.002
O -2.285 0.763 -3.087
N 2.912 -0.578 0.076
N 0.883 -3.079 -3.680
N 0.941 1.383 3.023
N 2.969 -3.342 2.516
N 1.305 -2.394 1.357
C 2.587 -2.425 1.562
C 1.234 2.375 -4.922
C 1.544 -4.883 3.951
C 3.799 0.213 -0.425
C 3.505 -1.514 0.879
C -0.566 -3.630 2.473
C 0.014 3.840 -2.160
C 0.493 -2.083 -2.805
C -0.918 -2.151 -2.306
C 0.214 -5.203 4.159
C 0.518 1.057 -5.194
C 1.947 2.394 -3.571
C 1.802 -3.925 2.978
C 0.387 4.616 -0.905
C 0.773 -3.319 2.244
C 4.869 -1.445 0.970
C 1.793 5.190 -0.939
C -0.821 -4.586 3.438
H 1.985 5.805 -0.058
H 0.136 1.035 -6.217
H -0.352 5.415 -0.788
H 0.261 3.965 -0.038
H 1.873 -3.150 -3.844
H 5.537 -2.067 1.540
H -0.321 0.911 -4.513
H 0.513 3.197 -4.971
H 2.332 -5.351 4.530
H -0.039 -5.939 4.913
H 0.301 4.380 -3.068
H 1.977 2.586 -5.701
H -1.348 -3.099 1.937
H -1.454 -3.037 -2.649
H 2.596 1.523 -3.469
H -2.763 1.353 0.781
H -4.773 1.580 -2.135
H 1.946 5.813 -1.826
H 2.527 4.385 -0.949
H -1.057 3.648 -2.179
H -1.450 -1.262 -2.655
H 0.339 -3.923 -3.701
H -0.925 -2.137 -1.216
H -1.846 -4.853 3.660
H 3.883 -3.437 2.916
H 1.196 0.212 -5.065
H 3.509 1.057 -1.034
H 2.544 3.297 -3.411
*
```


Most stable: *x*


*w*
Here is a cluster of 2 separate species, C2H4N2O in total from the OMol25 dataset. Energies are from the ωB97M-V functional and the def2-TZVPD basis.

Orbital gap in eV: 9.7
E_HOMO in eV: -10.56
SMILES: N#CC=O.N
LUMO energy in eV: -0.9

```
! wB97M-V def2-TZVPD RIJCOSX def2/J DEFGRID3
* xyz 0 1
O -0.904 0.844 0.334
N -3.654 -0.268 -0.251
N 1.726 0.158 0.530
C -2.548 -0.504 -0.151
C -1.231 -0.369 0.281
H 1.873 0.838 0.999
H -0.596 -1.286 0.495
H 1.353 0.733 -0.222
H 2.594 -0.248 0.277
*
```


*x*
Here is a structure of composition C2H4N2O from the OMol25 dataset. Energies are from the ωB97M-V functional and the def2-TZVPD basis.

Orbital gap in eV: 10.1
E_HOMO in eV: -9.85
LUMO energy in eV: 0.3

```
! wB97M-V def2-TZVPD RIJCOSX def2/J DEFGRID3
* xyz 0 1
O 0.154 -0.055 1.515
N 0.607 -0.675 -0.668
N -2.472 0.100 -0.530
C -0.033 0.177 0.240
C -1.409 0.018 -0.090
H 0.212 -0.664 -1.563
H 1.610 -0.763 -0.748
H 0.321 1.558 0.010
H 1.010 0.304 1.834
*
```


Most stable: *x*


*w*
Here is an isolated molecule of C2H4F2 from the OMol25 dataset. Energies are from the ωB97M-V functional and the def2-TZVPD basis.

Orbital gap in eV: 13.1
E_HOMO in eV: -11.96
SMILES: FCCF
LUMO energy in eV: 1.1

```
! wB97M-V def2-TZVPD RIJCOSX def2/J DEFGRID3
* xyz 0 1
F 0.091 1.669 -0.557
F 1.064 -0.567 1.284
C 0.461 -0.605 0.054
C -0.533 0.537 -0.099
H -1.301 0.282 -0.835
H -0.986 0.786 0.865
H -0.049 -1.571 -0.016
H 1.254 -0.531 -0.697
*
```


*x*
Here is an isolated molecule of C2H4F2 from the OMol25 dataset. Energies are from the ωB97M-V functional and the def2-TZVPD basis.

Orbital gap in eV: 13.1
E_HOMO in eV: -11.94
SMILES: CC(F)F
LUMO energy in eV: 1.1

```
! wB97M-V def2-TZVPD RIJCOSX def2/J DEFGRID3
* xyz 0 1
F -0.502 1.475 0.904
F 0.247 1.257 -1.186
C -0.402 0.610 -0.169
C 0.362 -0.708 0.178
H -0.266 -1.389 0.736
H 0.746 -1.175 -0.758
H 1.227 -0.417 0.788
H -1.411 0.347 -0.493
*
```


Most stable: *x*


*w*
Here is a cluster of 4 separate species, C4H17NO3 in total from the OMol25 dataset. Energies are from the ωB97M-V functional and the def2-TZVPD basis.

Orbital gap in eV: 9.6
E_HOMO in eV: -8.99
SMILES: CC(C)CN.O.O.O
LUMO energy in eV: 0.7

```
! wB97M-V def2-TZVPD RIJCOSX def2/J DEFGRID3
* xyz 0 1
O -0.744 -1.764 1.762
O 2.200 0.824 1.605
O 0.643 -0.347 3.449
N 0.859 -1.227 -0.201
C -0.882 0.364 -1.399
C 0.281 -0.667 -1.416
C -1.259 0.772 -2.821
C -0.873 1.584 -0.367
H -1.251 -2.075 1.080
H -1.789 2.286 -0.395
H 1.576 0.222 1.989
H -0.028 -1.578 -1.908
H 1.201 -0.499 0.387
H -0.816 0.092 -3.583
H -1.817 -0.279 -1.070
H 0.133 2.151 -0.448
H -0.769 1.684 -2.984
H 2.025 1.599 2.053
H 0.170 -2.107 1.691
H -2.226 1.023 -3.103
H 1.703 -1.743 -0.507
H 0.456 -1.238 3.449
H 0.950 -0.172 -2.107
H -0.876 1.297 0.623
H 1.131 -0.200 4.222
*
```


*x*
Here is a cluster of 5 separate species, C4H17NO3 in total from the OMol25 dataset. Energies are from the ωB97M-V functional and the def2-TZVPD basis.

Orbital gap in eV: 4.2
E_HOMO in eV: -8.80
LUMO energy in eV: -4.6

```
! wB97M-V def2-TZVPD RIJCOSX def2/J DEFGRID3
* xyz 0 1
O -2.790 0.155 0.417
O 2.832 0.397 0.293
O -1.736 2.190 -0.694
N 0.780 -0.586 0.971
C -0.780 -1.760 -0.297
C 0.631 -1.174 -0.358
C 0.683 -0.141 -1.549
C -0.022 0.616 1.333
H 3.318 0.919 0.954
H 4.344 -1.511 -0.345
H -1.380 -0.971 0.179
H 4.424 -2.057 -0.863
H 0.414 -0.622 -2.484
H 1.848 -0.455 1.105
H 0.510 1.464 0.897
H -1.147 -2.115 -1.262
H -1.118 0.469 1.251
H -0.151 0.563 -1.416
H 1.625 0.380 -1.625
H 0.129 0.633 2.475
H -2.178 3.022 -0.861
H 1.429 -1.896 -0.552
H -2.320 1.439 -0.370
H -3.561 0.334 0.970
H -0.866 -2.552 0.458
*
```


Most stable: *w*


*w*
Here is a cluster of 4 separate species, C4H17NO3 in total from the OMol25 dataset. Energies are from the ωB97M-V functional and the def2-TZVPD basis.

Orbital gap in eV: 9.9
E_HOMO in eV: -8.99
SMILES: CCCNC.O.O.O
LUMO energy in eV: 0.9

```
! wB97M-V def2-TZVPD RIJCOSX def2/J DEFGRID3
* xyz 0 1
O 4.617 1.813 -5.641
O 0.510 0.977 -1.118
O -2.094 -3.058 -6.099
N 0.582 -0.745 1.819
C -2.632 1.181 2.122
C 1.983 -0.655 2.272
C -0.343 0.042 2.584
C -1.794 -0.111 2.206
H -2.297 1.733 1.225
H -0.068 1.102 2.542
H -1.948 -0.684 1.285
H 3.724 1.829 -5.987
H -2.012 -2.838 -5.165
H 0.082 0.507 -0.393
H -0.182 -0.096 3.716
H 0.375 -1.736 1.810
H -3.722 1.129 2.028
H -2.478 1.834 2.976
H 2.198 0.377 2.552
H -2.338 -0.805 2.843
H -2.175 -4.018 -5.956
H 2.570 -0.906 1.381
H 0.314 1.905 -1.043
H 2.202 -1.303 3.136
H 4.926 2.526 -5.092
*
```


*x*
Here is a cluster of 4 separate species, C4H17NO3 in total from the OMol25 dataset. Energies are from the ωB97M-V functional and the def2-TZVPD basis.

Orbital gap in eV: 9.9
E_HOMO in eV: -9.27
SMILES: CCNCC.O.O.O
LUMO energy in eV: 0.6

```
! wB97M-V def2-TZVPD RIJCOSX def2/J DEFGRID3
* xyz 0 1
O -3.078 -0.371 -0.162
O -0.764 -1.355 -1.384
O -1.406 -1.082 2.288
N 1.025 0.577 -0.383
C 1.836 -0.156 0.609
C -0.501 2.379 -1.026
C 2.322 -1.506 0.030
C 0.191 1.670 0.118
H 2.707 0.474 0.833
H 1.166 -0.278 1.459
H 1.619 0.917 -1.131
H -0.870 -1.989 -0.695
H -1.966 -1.806 2.550
H 3.096 -1.845 0.717
H 2.602 -1.475 -1.025
H -3.419 -1.271 -0.018
H 1.460 -2.170 0.010
H -1.205 3.143 -0.709
H -2.380 -0.506 -0.843
H -0.084 -0.707 -1.011
H -1.858 -0.730 1.510
H 0.736 2.337 0.805
H -0.976 1.685 -1.726
H 0.244 2.874 -1.648
H -0.496 1.191 0.832
*
```


Most stable: *x*